Molecular formula: C44H52BI2N9O2PTi
Method: DFT, ωB97M-V with the def2-TZVPD basis set

Structure (XYZ):
```
112
C44H52BI2N9O2PTi ωB97M-V with the def2-TZVPD basis set
C 2.47974 4.27093 -1.43594
H -1.29176 1.50461 4.45740
C 0.70940 0.72095 -3.94150
H 2.00999 -1.63114 -4.62262
H 3.32314 2.13761 3.03412
H 1.59671 -2.33224 2.80461
I 1.88626 0.16103 -2.23454
H 2.10324 -3.49554 4.02327
C 1.15610 4.92317 1.54726
H -2.79982 3.42698 1.52103
C -3.66865 6.27052 -0.18852
N 1.58586 -6.47308 -0.19693
C 1.58259 -3.54869 -0.23869
N -0.73461 -2.19081 -1.76481
B -2.92616 -2.34608 -0.51645
C -3.80244 4.89381 -0.09769
O 0.29154 -0.74358 2.02337
H 0.00676 -3.52834 5.20685
H 0.79527 -2.63429 -5.44703
C -1.39957 4.63645 -0.27110
H -5.27273 -0.93301 0.17446
H -1.71398 -0.08912 3.80269
C 1.44534 5.76788 -3.52263
H -3.61237 2.92393 3.00665
H 1.03491 6.36046 -4.33038
C -4.35365 -0.49899 0.52936
C 0.98729 3.63387 1.04836
C -1.48071 -5.04650 1.56469
C 1.63409 -3.38869 3.04483
N -2.09446 -2.15659 -1.80544
H -0.73513 -2.34985 4.10598
Ti -0.13749 -1.22722 0.10561
H -0.98394 1.73144 2.02875
H 2.08800 0.63103 2.39078
C -2.67542 4.08806 -0.14413
H 2.17921 6.23929 2.88830
C 1.04764 -3.10473 -3.33395
C -1.43449 -2.71750 -3.82913
H 0.94398 -6.08961 0.47636
H -0.51887 -0.47676 2.49011
C -2.52681 -2.45505 -3.03516
P -0.03188 3.41339 -0.45935
H -4.87463 1.23910 1.77478
H 3.65804 4.44659 3.75902
C 1.51826 1.13788 1.61345
C 2.65577 -5.78211 -0.66618
C -4.13483 0.59160 1.33935
I -1.36784 0.96894 -3.57513
C 0.92040 -4.64065 -3.36049
C 2.81859 5.63751 -3.38540
H -3.18766 -5.07003 0.12952
C -2.64776 2.98293 2.50054
N -2.09004 -3.28865 0.39439
C 1.09431 4.38355 -1.56838
H -4.54554 6.90378 -0.16769
H -0.48035 5.23789 -2.76033
H 2.82107 -0.62713 0.50387
H 0.43016 -5.01909 -2.46220
C 3.33255 4.89122 -2.33479
N 1.59523 -2.22892 0.02524
H 1.53411 -7.45621 -0.40769
C -1.27907 6.02291 -0.36450
N -2.16022 -0.30246 0.75454
C -2.40614 6.83023 -0.31957
H 0.54688 5.72027 1.14841
C 2.89779 4.21915 3.02404
H -2.78229 3.01022 -0.10125
H -2.98174 1.03619 4.24305
H -3.96627 -2.86241 -0.77496
C 2.07804 5.22344 2.53151
O 3.50497 -6.27060 -1.37982
C 1.72817 2.56477 1.65126
H -4.78150 4.44066 -0.00467
H -2.29814 7.90402 -0.40091
H 0.37930 -5.07817 3.31625
H -1.43522 -3.00345 -4.86573
H 1.76653 -2.82756 -2.56508
H 1.10124 1.65858 -4.31607
N -3.16413 -1.02311 0.20061
H 2.26785 -3.89901 2.32185
H 4.85235 -4.35528 -0.07186
C 1.57817 -2.62852 -4.68889
C 2.71532 -4.33557 -0.26885
C -2.00120 1.59932 2.39883
H 4.91366 -1.89097 0.46999
H 0.81042 -0.07198 -4.67118
N -1.02977 -2.89404 1.14755
H 2.90053 3.69079 -0.62438
N 0.56096 0.34031 1.07639
H -1.43786 -6.03533 1.98841
C 0.58985 5.13566 -2.63007
H 1.90693 -5.10004 -3.43036
H 3.48491 6.11766 -4.08954
C 3.98316 -2.40181 0.26756
C -2.74101 0.67412 1.47121
C 0.24188 -4.01332 3.10693
C -0.32124 -2.57480 -2.99035
H 0.32963 -4.95050 -4.22244
H -2.00292 3.64516 3.07849
H 2.37275 -3.29857 -5.01573
C -1.98477 0.97147 3.80610
H 0.62280 -3.98674 -0.47620
H -0.31090 6.48430 -0.50506
C -0.65954 -3.95776 1.89149
C 2.80358 -1.68647 0.28177
C 2.71794 2.92581 2.60202
C -0.55265 -3.41145 4.27896
H -3.57784 -2.48436 -3.26638
C -2.36899 -4.57426 0.62239
H -1.51216 -3.91574 4.39062
C 3.95476 -3.75518 -0.02213
H 4.40326 4.78821 -2.21499
```

The molar mass is 1082.42 Da. Its LUMO energy (alpha / beta) is -2.8110 / -2.9804 eV. The highest occupied orbital energy (alpha / beta) is -8.86 / -10.21 eV. The net charge is +1. As for the total energy: -113256.751 eV. The gap between HOMO and LUMO (alpha / beta) is 6.05 / 7.23 eV. As for the spin multiplicity: 3. The expectation value of S² is 2.044. The value obtained for the maximum force is 2.89 eV/Å.

Atomic partial charges in e from the Mulliken method, atoms 1 to 99: number 1, C, carries -0.538; number 2, H, carries 0.351; number 3, C, carries -1.180; number 4, H, carries 0.323; number 5, H, carries 0.519; number 6, H, carries -0.201; number 7, I, carries 0.248; number 8, H, carries 0.587; number 9, C, carries -0.821; number 10, H, carries -0.289; number 11, C, carries -0.799; number 12, N, carries -0.205; number 13, C, carries -1.452; number 14, N, carries 1.492; number 15, B, carries -0.065; number 16, C, carries -0.175; number 17, O, carries -0.559; number 18, H, carries 0.491; number 19, H, carries 0.235; number 20, C, carries 0.259; number 21, H, carries 0.564; number 22, H, carries 0.580; number 23, C, carries -0.717; number 24, H, carries 0.511; number 25, H, carries 0.431; number 26, C, carries -0.686; number 27, C, carries 0.398; number 28, C, carries -1.102; number 29, C, carries -0.696; number 30, N, carries 0.278; number 31, H, carries 0.143; number 32, Ti, carries -0.525; number 33, H, carries -0.990; number 34, H, carries 0.232; number 35, C, carries -1.030; number 36, H, carries 0.458; number 37, C, carries 1.537; number 38, C, carries -0.955; number 39, H, carries 0.148; number 40, H, carries -0.288; number 41, C, carries -1.069; number 42, P, carries 1.355; number 43, H, carries 0.585; number 44, H, carries 0.407; number 45, C, carries -1.241; number 46, C, carries -0.281; number 47, C, carries -1.289; number 48, I, carries 0.036; number 49, C, carries -1.885; number 50, C, carries -0.563; number 51, H, carries 0.559; number 52, C, carries -1.041; number 53, N, carries -0.422; number 54, C, carries 0.694; number 55, H, carries 0.400; number 56, H, carries 0.541; number 57, H, carries 0.473; number 58, H, carries 0.335; number 59, C, carries -0.652; number 60, N, carries 2.329; number 61, H, carries 0.270; number 62, C, carries -0.312; number 63, N, carries 1.482; number 64, C, carries -0.853; number 65, H, carries 0.384; number 66, C, carries -0.994; number 67, H, carries 0.643; number 68, H, carries 0.474; number 69, H, carries -0.167; number 70, C, carries -0.828; number 71, O, carries -0.625; number 72, C, carries 0.966; number 73, H, carries 0.465; number 74, H, carries 0.423; number 75, H, carries 0.660; number 76, H, carries 0.584; number 77, H, carries -0.271; number 78, H, carries 0.698; number 79, N, carries -0.624; number 80, H, carries 0.051; number 81, H, carries 0.563; number 82, C, carries -1.623; number 83, C, carries 1.113; number 84, C, carries 2.450; number 85, H, carries 0.534; number 86, H, carries 0.530; number 87, N, carries 1.481; number 88, H, carries 0.372; number 89, N, carries 1.490; number 90, H, carries 0.632; number 91, C, carries -0.971; number 92, H, carries 0.487; number 93, H, carries 0.420; number 94, C, carries -1.420; number 95, C, carries -0.083; number 96, C, carries 0.129; number 97, C, carries -0.370; number 98, H, carries 0.470; number 99, H, carries 0.429

=====

Molecular formula: C36H61ClNO6PSeV
Method: DFT, ωB97M-V with the def2-TZVPD basis set

Structure (XYZ):
```
108
C36H61ClNO6PSeV ωB97M-V with the def2-TZVPD basis set
H 4.99995 2.68605 -2.85828
H -1.32166 4.26904 -3.91123
H -4.13313 -1.47538 4.56110
H -1.68941 -3.23750 1.17460
H 5.06853 -1.35653 -3.13158
H -0.31964 0.30389 5.75831
H -0.25890 2.89040 -3.60470
H 7.55481 2.17629 -1.33327
H 8.02563 0.50364 -0.99391
C -5.02133 -2.51629 -2.74931
C 0.21955 1.03148 5.14901
H -1.36061 -4.00746 4.88413
H 5.28247 1.66880 1.46249
N 2.20925 0.11245 -1.91684
H -4.95227 -3.03356 4.43059
H 6.64814 -0.89791 -3.80352
H 0.34511 1.94252 5.73923
H 4.87111 -0.52488 1.31433
C -1.42583 -2.34587 1.72669
C -3.62137 3.23903 -2.87246
H 1.21137 0.62556 4.93862
C 3.37465 0.14985 2.71530
C -1.12173 0.56939 -1.75084
O 2.50495 -0.51811 -2.85566
H -2.02077 -0.69496 4.57301
P 5.88776 0.61753 -2.06647
C -4.17593 -1.77016 -3.79095
C -2.12899 1.23854 -2.46859
C -0.14760 -0.26893 1.81070
O 0.77486 0.52188 1.27115
H -2.99382 -4.17815 5.54722
C 7.57931 1.16408 -1.73785
H -5.77862 -3.13008 -3.24316
H -3.85259 -4.98145 3.39926
Cl 2.19178 3.44930 -2.08628
H 3.94730 0.19759 3.65041
C -3.49567 -2.79032 -4.71461
C -0.52539 1.34771 3.84366
C 6.06321 -0.98345 -2.88701
H -3.64873 4.32940 -2.84717
C 3.97353 -0.90193 1.81270
H -3.64863 -4.07720 1.90002
H -3.99231 2.93711 -3.85246
H -2.46123 2.15862 3.26924
H 0.26371 3.33403 3.74646
Se 0.14345 -1.74117 -0.59758
C -1.95156 -2.10393 2.98552
C -3.11374 -0.93725 -3.07582
C -1.17864 -0.83142 -1.64801
H 4.96244 2.13031 3.16555
O -0.13754 1.24195 -1.15403
H 4.36461 3.14040 1.83582
O 3.02073 -1.28227 0.82630
H 5.98033 1.90247 -4.12375
H -3.81894 0.95730 -3.72024
H 2.81530 -2.56315 -0.74547
H -5.52729 -1.81201 -2.08632
H -4.40576 -3.17331 -2.13301
O 3.32044 1.42921 2.11606
H -2.51066 1.28666 4.80332
C -2.18316 2.76620 -2.60205
C 4.55738 2.11447 2.14711
H -5.66837 -0.19468 -4.03197
H 3.82093 -3.17658 0.58661
C -1.59182 -0.90764 3.60147
H -2.13797 -2.64140 5.68636
C -2.91263 -3.06333 3.68640
H 3.16392 2.66585 -0.09115
V 1.47594 0.74705 -0.44272
C -2.31370 -3.49600 5.03147
O 5.04667 0.56629 -0.83764
H -4.24645 -3.37979 -5.24593
C 3.56302 -2.29120 -0.00485
H -2.25701 -4.87087 2.65575
C -2.15121 -1.56746 -2.29649
C 2.14462 2.68032 -0.46869
C 0.25059 2.44696 3.10750
H 2.34660 -0.12539 2.94861
H 8.19026 1.15442 -2.64076
C -1.71528 3.50772 -1.33884
C -0.73491 0.04419 3.05639
H -4.30971 2.86353 -2.11250
C -4.25372 -2.35793 3.93113
H 4.34043 1.31870 -3.75384
C 5.25273 1.73582 -3.32845
H 1.27667 2.16555 2.88493
C -1.90314 1.94517 4.18289
H -2.14950 -2.64494 -2.18460
H -2.23006 3.13700 -0.44905
H -5.83652 -1.55026 -5.14521
H -0.23702 2.71408 2.16803
H -1.95257 4.56791 -1.44993
C -0.54848 -1.44047 1.15187
C -1.29475 3.18383 -3.78208
H -0.64588 3.41568 -1.18025
H -1.63442 2.71739 -4.70947
H -2.86462 -3.48154 -4.15435
H -1.77088 2.88233 4.72799
H 1.49111 3.28721 0.15688
C -3.17755 -4.31846 2.85508
C -3.07077 0.45086 -3.13166
H 6.55193 -1.68978 -2.21526
H 4.45775 -1.92471 -0.51574
H -4.69923 -2.03732 2.98767
H -2.86856 -2.28627 -5.45224
H 4.24084 -1.78463 2.40903
H -4.56438 -0.35622 -5.40712
C -5.11114 -0.90946 -4.64074
```

The molar mass is 800.22 Da. Its LUMO energy (alpha / beta) is -0.1843 / -1.0127 eV. The highest occupied orbital energy (alpha / beta) is -7.59 / -7.54 eV. As for the total energy: -164942.351 eV. The calculation puts the energy relative to the best compared isomer or geometry (same formula, charge and spin) at 77.22 kJ/mol. The gap between HOMO and LUMO (alpha / beta) is 7.40 / 6.52 eV. As for the spin multiplicity: 2. The expectation value of S² is 0.758. The value obtained for the maximum force is 0.87 eV/Å.

Atomic partial charges in e from the Mulliken method, atoms 1 to 99: number 1, H, carries 0.276; number 2, H, carries 0.410; number 3, H, carries 0.313; number 4, H, carries 0.520; number 5, H, carries 0.247; number 6, H, carries 0.310; number 7, H, carries 0.171; number 8, H, carries 0.354; number 9, H, carries 0.331; number 10, C, carries -1.652; number 11, C, carries -1.702; number 12, H, carries 0.352; number 13, H, carries 0.219; number 14, N, carries 0.871; number 15, H, carries 0.461; number 16, H, carries 0.417; number 17, H, carries 0.462; number 18, H, carries 0.120; number 19, C, carries -0.130; number 20, C, carries -2.188; number 21, H, carries 0.201; number 22, C, carries -0.224; number 23, C, carries -0.087; number 24, O, carries -0.557; number 25, H, carries 0.376; number 26, P, carries 1.139; number 27, C, carries 2.178; number 28, C, carries -0.429; number 29, C, carries 0.454; number 30, O, carries 0.807; number 31, H, carries 0.468; number 32, C, carries -1.294; number 33, H, carries 0.453; number 34, H, carries 0.449; number 35, Cl, carries -0.212; number 36, H, carries 0.707; number 37, C, carries -1.679; number 38, C, carries 2.308; number 39, C, carries -1.255; number 40, H, carries 0.492; number 41, C, carries -0.422; number 42, H, carries 0.359; number 43, H, carries 0.372; number 44, H, carries 0.338; number 45, H, carries 0.599; number 46, Se, carries -0.055; number 47, C, carries -0.483; number 48, C, carries -0.371; number 49, C, carries -0.270; number 50, H, carries 0.320; number 51, O, carries 0.290; number 52, H, carries 0.286; number 53, O, carries -0.127; number 54, H, carries 0.441; number 55, H, carries 0.320; number 56, H, carries 0.255; number 57, H, carries 0.352; number 58, H, carries 0.344; number 59, O, carries 0.232; number 60, H, carries 0.343; number 61, C, carries 2.645; number 62, C, carries -0.993; number 63, H, carries 0.396; number 64, H, carries 0.362; number 65, C, carries -0.378; number 66, H, carries 0.293; number 67, C, carries 1.928; number 68, H, carries 0.203; number 69, V, carries -0.849; number 70, C, carries -1.641; number 71, O, carries -0.598; number 72, H, carries 0.459; number 73, C, carries -0.680; number 74, H, carries 0.369; number 75, C, carries -0.681; number 76, C, carries -0.602; number 77, C, carries -1.645; number 78, H, carries -0.627; number 79, H, carries 0.412; number 80, C, carries -1.947; number 81, C, carries 0.082; number 82, H, carries 0.422; number 83, C, carries -1.592; number 84, H, carries 0.265; number 85, C, carries -1.059; number 86, H, carries 0.197; number 87, C, carries -1.826; number 88, H, carries 0.503; number 89, H, carries 0.431; number 90, H, carries 0.428; number 91, H, carries 0.102; number 92, H, carries 0.511; number 93, C, carries -0.267; number 94, C, carries -1.502; number 95, H, carries 0.175; number 96, H, carries 0.291; number 97, H, carries 0.323; number 98, H, carries 0.496; number 99, H, carries 0.473